Version a
The following is a DFT calculation (wB97M-V/def2-TZVPD) of C27H42CsGeN2O5PS as an isolated structure.

XYZ file:
```
80
C27H42CsGeN2O5PS, DFT wB97M-V/def2-TZVPD
Cs -0.280 -0.227 0.048
C 5.640 -1.191 4.150
N 5.119 -1.583 2.859
C 4.432 -2.868 2.812
C 4.986 -0.625 1.882
O 5.433 0.498 2.008
C 4.249 -1.103 0.649
O 3.953 -0.034 -0.214
C 3.132 -0.518 -1.256
C 2.423 0.647 -1.965
O 2.707 1.808 -1.724
N 1.432 0.277 -2.815
C 0.722 1.292 -3.575
C 1.119 -1.105 -3.149
H 6.474 -1.836 4.440
H 4.863 -1.267 4.917
H 5.982 -0.162 4.091
H 4.935 -3.552 3.497
H 4.462 -3.306 1.819
H 3.380 -2.791 3.108
H 3.317 -1.609 0.939
H 4.850 -1.878 0.144
H 2.417 -1.229 -0.823
H 3.705 -1.115 -1.984
H 0.917 2.264 -3.133
H -0.350 1.079 -3.531
H 1.056 1.301 -4.619
H 1.273 -1.777 -2.306
H 1.719 -1.458 -3.995
H 0.061 -1.160 -3.408
O -3.014 0.377 1.440
C -3.077 0.734 0.239
O -2.213 1.446 -0.333
C -4.222 0.241 -0.622
C -5.488 0.262 -0.039
C -6.634 -0.075 -0.739
C -6.498 -0.468 -2.068
C -5.245 -0.533 -2.651
C -4.057 -0.196 -1.965
S -2.535 -0.437 -2.811
H -5.547 0.556 1.003
H -7.607 -0.037 -0.263
H -7.375 -0.739 -2.648
H -5.146 -0.869 -3.676
C 1.339 4.596 0.227
P -0.023 3.347 0.134
C -0.763 3.562 1.808
C -1.226 4.279 -0.903
C -1.632 5.576 -0.599
C -2.529 6.257 -1.411
C -3.042 5.636 -2.544
C -2.663 4.336 -2.846
C -1.765 3.661 -2.030
H 1.017 5.591 0.546
H 1.807 4.664 -0.756
H 2.093 4.221 0.923
H -0.976 4.602 2.068
H -0.069 3.153 2.546
H -1.677 2.967 1.830
H -1.243 6.069 0.285
H -2.837 7.264 -1.156
H -3.754 6.158 -3.173
H -3.093 3.823 -3.697
H -1.549 2.620 -2.224
C 0.382 -3.866 3.418
Ge 0.039 -4.190 1.489
C -0.394 -6.146 1.517
C -1.721 -3.373 1.130
C 1.452 -3.500 0.419
H -0.455 -4.234 4.017
H 0.505 -2.801 3.623
H 1.286 -4.388 3.748
H -1.145 -6.367 2.281
H 0.505 -6.730 1.733
H -0.786 -6.468 0.549
H -2.510 -3.976 1.584
H -1.930 -3.291 0.060
H -1.799 -2.374 1.566
H 1.291 -3.754 -0.640
H 2.398 -3.959 0.744
```

Its LUMO energy is 3.8 eV. The total charge is -2. The value obtained for the orbital gap is 5.10 eV.

Version b
The following is a DFT calculation (wB97M-V/def2-TZVPD) of C27H42CsGeN2O5PS as an isolated structure.

XYZ file:
```
80
C27H42CsGeN2O5PS, DFT wB97M-V/def2-TZVPD
Cs 0.168 -1.146 0.185
C -4.113 -1.456 3.343
N -3.931 -1.234 1.918
C -4.243 -2.354 1.041
C -3.122 -0.248 1.439
O -2.770 -0.197 0.273
C -2.549 0.760 2.424
O -1.311 0.185 2.800
C -0.362 1.146 3.210
C 0.981 0.454 3.325
O 1.125 -0.743 3.113
N 2.017 1.255 3.673
C 3.339 0.721 3.389
C 1.845 2.687 3.861
H -4.793 -2.297 3.468
H -4.563 -0.591 3.830
H -3.170 -1.696 3.841
H -5.317 -2.556 1.066
H -3.691 -3.248 1.342
H -3.935 -2.101 0.032
H -3.163 0.932 3.314
H -2.407 1.705 1.891
H -0.656 1.605 4.166
H -0.283 1.941 2.457
H 3.392 0.406 2.345
H 3.558 -0.139 4.024
H 4.078 1.501 3.565
H 1.218 2.891 4.733
H 1.408 3.171 2.988
H 2.818 3.143 4.027
O 1.353 1.207 0.662
C 1.558 2.146 -0.163
O 1.540 2.058 -1.404
C 1.943 3.482 0.451
C 3.297 3.764 0.572
C 3.757 4.933 1.168
C 2.821 5.847 1.636
C 1.465 5.583 1.511
C 0.972 4.396 0.932
S -0.745 4.076 0.917
H 4.010 3.039 0.189
H 4.820 5.126 1.257
H 3.147 6.772 2.103
H 0.737 6.293 1.887
C -0.722 -1.380 -4.541
P 0.124 -0.282 -3.311
C 1.664 0.101 -4.242
C -0.823 1.272 -3.541
C -1.024 1.841 -4.799
C -1.701 3.042 -4.936
C -2.173 3.700 -3.804
C -1.968 3.153 -2.547
C -1.302 1.939 -2.419
H -0.795 -0.947 -5.542
H -1.727 -1.605 -4.179
H -0.168 -2.320 -4.598
H 1.494 0.315 -5.300
H 2.356 -0.738 -4.153
H 2.103 0.970 -3.747
H -0.640 1.343 -5.684
H -1.846 3.477 -5.919
H -2.678 4.654 -3.903
H -2.266 3.680 -1.650
H -1.112 1.554 -1.425
C 0.915 -4.604 -2.476
Ge 0.436 -5.303 -0.680
C 0.580 -7.306 -0.923
C 1.992 -4.901 0.484
C -1.146 -4.528 -0.039
H 1.894 -4.961 -2.807
H 0.934 -3.511 -2.452
H 0.170 -4.912 -3.214
H 1.528 -7.660 -1.343
H -0.233 -7.627 -1.580
H 0.433 -7.785 0.050
H 2.855 -5.525 0.237
H 1.728 -5.076 1.530
H 2.293 -3.855 0.392
H -1.425 -4.824 0.978
H -1.997 -4.609 -0.722
```

Its LUMO energy is 3.8 eV. The total charge is -2. The value obtained for the orbital gap is 4.61 eV.

Order of stability, best first: version b, version a

Version a
The following is a DFT calculation (wB97M-V/def2-TZVPD) of C30H26Br2Cl6KN4O8P as an isolated structure.

XYZ file:
```
78
C30H26Br2Cl6KN4O8P, DFT wB97M-V/def2-TZVPD
K 1.361 -0.428 0.036
Cl -1.503 -3.090 1.766
C -2.745 -2.980 2.946
C -2.491 -4.011 3.865
C -3.224 -4.032 5.050
C -4.238 -3.139 5.293
C -4.516 -2.196 4.357
C -4.023 -2.261 3.011
P -0.306 1.835 2.584
C -0.535 2.233 4.156
C -0.588 1.408 5.277
C -1.328 1.863 6.362
C -1.609 3.217 6.448
C -1.108 4.141 5.521
C -0.646 3.658 4.357
C -4.247 -1.140 2.038
C -4.242 0.154 2.532
C -3.774 1.221 1.741
C -3.696 0.934 0.383
C -4.046 -0.319 -0.135
C -4.013 -1.373 0.727
H -1.699 -4.714 3.635
H -3.051 -4.802 5.794
H -4.756 -3.175 6.262
H -5.107 -1.338 4.622
H -0.010 0.454 5.306
H -1.691 1.174 7.112
H -2.221 3.585 7.295
H -1.204 5.202 5.733
H -0.278 4.309 3.583
H -4.403 0.324 3.632
H -3.543 2.238 2.144
H -3.352 1.735 -0.247
H -4.303 -0.462 -1.169
H -3.858 -2.385 0.345
Br -3.102 -2.265 -3.979
C -2.776 -1.096 -5.530
Br -1.571 0.425 -5.102
H -3.754 -0.682 -5.821
H -2.292 -1.724 -6.312
Cl 3.292 7.062 -1.491
C 2.058 5.836 -1.350
C 0.877 6.130 -0.656
Cl 0.698 7.490 0.396
C -0.260 5.385 -1.000
Cl -1.798 5.675 -0.484
C -0.124 4.448 -2.058
O -0.807 4.499 -3.062
C 1.096 3.622 -1.748
O 1.209 2.383 -1.512
C 2.141 4.584 -1.942
Cl 3.612 4.169 -2.689
C 4.537 -1.022 -4.535
C 4.691 -2.540 -4.786
C 4.205 -3.036 -6.170
C 4.286 -3.463 -3.622
N 2.897 -3.337 -3.221
C 2.052 -2.259 -2.934
N 1.033 -2.648 -2.163
N 1.213 -4.009 -1.963
N 2.345 -4.412 -2.593
H 5.418 -0.453 -4.914
H 4.485 -0.758 -3.468
H 3.656 -0.634 -5.050
H 5.754 -2.780 -4.822
H 3.131 -3.024 -6.314
H 4.495 -4.086 -6.361
H 4.684 -2.476 -6.973
H 4.967 -3.286 -2.765
H 4.377 -4.481 -3.976
H 2.150 -1.236 -3.268
O -0.188 0.421 1.937
O -0.690 2.948 1.605
O 5.876 -1.897 -0.926
Cl 4.623 -1.467 -0.333
O 5.001 -0.404 0.649
O 3.733 -0.884 -1.319
O 3.765 -2.563 0.263
```

Its LUMO energy (spin up / spin down) is 3.3 / 3.3 eV. The total charge is -2. The value obtained for the orbital gap (spin up / spin down) is 4.77 / 4.06 eV.

Version b
The following is a DFT calculation (wB97M-V/def2-TZVPD) of C30H26Br2Cl6KN4O8P as an isolated structure.

XYZ file:
```
78
C30H26Br2Cl6KN4O8P, DFT wB97M-V/def2-TZVPD
K 0.827 -0.124 -1.389
Cl 2.499 -2.840 -0.649
C 2.050 -4.004 0.544
C 2.982 -5.060 0.691
C 2.839 -6.012 1.687
C 1.759 -5.880 2.547
C 0.793 -4.874 2.393
C 0.895 -3.883 1.406
P -0.174 -2.330 1.443
C -1.421 -2.331 2.710
C -1.475 -1.150 3.507
C -2.447 -0.948 4.481
C -3.364 -1.955 4.702
C -3.337 -3.123 3.958
C -2.400 -3.294 2.919
C -1.186 -2.714 0.023
C -0.897 -3.803 -0.802
C -1.709 -4.176 -1.839
C -2.930 -3.523 -2.067
C -3.294 -2.437 -1.319
C -2.466 -1.979 -0.172
H 3.830 -5.104 0.023
H 3.571 -6.802 1.825
H 1.611 -6.600 3.363
H -0.037 -4.886 3.098
H -0.733 -0.374 3.311
H -2.482 0.010 5.026
H -4.101 -1.837 5.482
H -4.064 -3.919 4.128
H -2.512 -4.165 2.281
H 0.016 -4.332 -0.633
H -1.380 -4.965 -2.496
H -3.545 -3.874 -2.897
H -4.110 -1.762 -1.533
H -3.110 -1.971 0.721
Br -0.459 -1.935 -3.978
C -0.523 -0.239 -4.984
Br -1.338 1.286 -4.101
H -1.127 -0.461 -5.858
H 0.518 -0.015 -5.240
Cl -2.814 3.741 3.569
C -2.679 2.515 2.331
C -3.712 1.547 2.210
Cl -5.092 1.512 3.265
C -3.664 0.610 1.166
Cl -4.973 -0.510 0.876
C -2.542 0.547 0.316
O -2.235 -0.443 -0.516
C -1.689 1.720 0.207
O -1.079 1.955 -0.865
C -1.634 2.531 1.416
Cl -0.425 3.723 1.660
C 1.169 5.560 -2.480
C 2.279 6.155 -1.567
C 3.665 6.069 -2.255
C 2.217 5.602 -0.100
N 2.854 4.229 0.033
C 2.372 2.970 -0.050
N 3.399 2.101 -0.030
N 4.517 2.864 0.076
N 4.219 4.153 0.160
H 0.977 6.217 -3.333
H 0.220 5.472 -1.926
H 1.451 4.563 -2.848
H 2.012 7.229 -1.370
H 3.944 5.056 -2.527
H 4.444 6.435 -1.577
H 3.673 6.691 -3.173
H 1.159 5.560 0.201
H 2.753 6.274 0.612
H 1.309 2.744 -0.170
O -0.014 -0.711 1.187
O 1.085 -1.775 2.317
O 4.450 1.303 -3.577
Cl 3.073 1.091 -3.840
O 2.262 2.007 -3.017
O 2.870 1.322 -5.237
O 2.608 -0.243 -3.456
```

Its LUMO energy (spin up / spin down) is 3.8 / 3.0 eV. The total charge is -2. The value obtained for the orbital gap (spin up / spin down) is 5.80 / 4.99 eV.

Order of stability, best first: version b, version a